Record 1
{"formula": "C3H7NO", "method": "ωB97M-V/def2-TZVPD", "species": ["C", "C", "C", "O", "N", "H", "H", "H", "H", "H", "H", "H"], "coordinates": [[0.85135, 0.45871, -0.40649], [1.34787, -0.63829, 0.52081], [-0.67457, 0.57626, -0.50487], [-2.76734, 0.06711, 0.03820], [-1.34670, -0.18263, 0.22570], [-3.19384, -0.66311, 0.50760], [-1.06600, 1.38303, -1.12491], [1.22340, 1.43515, -0.08345], [1.21563, 0.29481, -1.42482], [0.96778, -1.60435, 0.20054], [2.43589, -0.66928, 0.51561], [1.00655, -0.45741, 1.53607]], "total_energy_ha": -248.437718, "spin_multiplicity": 1, "gap_ev": 11.14, "fmax_ha_per_bohr": 0.0434, "smiles": "CC/C=N/O", "relative_energy_kj_mol": 233.1}

Record 2
{"formula": "C4H8O", "method": "ωB97M-V/def2-TZVPD", "species": ["C", "C", "C", "C", "H", "H", "H", "H", "H", "H", "H", "H", "O"], "coordinates": [[0.15370, 1.36851, -0.01388], [-0.04455, -0.06960, 0.36533], [-1.14041, -0.77004, -0.44718], [1.23769, -0.74135, 0.30281], [1.25578, 1.24775, -1.00473], [-1.03912, 1.83830, -0.56942], [0.56691, 2.11292, 0.96186], [-0.33239, -0.14418, 1.36906], [-2.17589, -0.49563, 0.15049], [-1.07112, -1.91364, -0.31175], [-1.09623, -0.51095, -1.52768], [1.63540, -1.68190, 1.31203], [2.05024, -0.24019, -0.58694]], "total_energy_ha": -232.239943, "spin_multiplicity": 1, "gap_ev": 9.75, "fmax_ha_per_bohr": 0.1335, "relative_energy_kj_mol": 540.0}

Record 3
{"formula": "HIOS", "method": "ωB97M-V/def2-TZVPD", "species": ["O", "S", "I", "H"], "coordinates": [[0.34966, 1.57755, 0.43629], [-1.51647, -2.52900, -0.48347], [-0.12340, -0.63808, -0.02995], [1.29021, 1.58954, 0.07712]], "total_energy_ha": -771.592595, "spin_multiplicity": 3, "gap_ev": [9.38, 6.36], "fmax_ha_per_bohr": 0.0356}

Record 4
{"formula": "CH10N2O4", "method": "ωB97M-V/def2-TZVPD", "species": ["N", "C", "N", "O", "H", "H", "H", "H", "H", "H", "O", "H", "H", "O", "H", "H", "O"], "coordinates": [[2.33723, 0.78662, -1.40148], [1.06570, 0.85893, -0.77551], [0.88129, 1.87503, 0.09874], [0.22659, 0.05507, -1.15784], [3.15422, 0.84707, -0.79965], [2.45029, -0.09141, -1.88190], [-0.06841, 2.04445, 0.39702], [1.71523, 2.21307, 0.53868], [-0.55196, -1.80146, 2.57222], [-1.26751, -1.54685, 1.18715], [-1.12969, -1.26323, 2.09637], [-1.79566, 0.58718, 1.18677], [-1.54716, 0.78384, -0.27442], [-1.85637, 1.27450, 0.50469], [-1.67346, -1.57827, -0.81182], [-0.83712, -2.81721, -1.09381], [-1.10319, -2.22731, -0.38522]], "total_energy_ha": -454.603754, "spin_multiplicity": 1, "gap_ev": 10.64, "fmax_ha_per_bohr": 0.0608, "smiles": "NC(N)=O.O.O.O", "relative_energy_kj_mol": 66.4}